{"formula": "C6H62INO27P2", "method": "the ωB97M-V functional and the def2-TZVPD basis", "molar_mass_g_mol": 769.4, "gap_ev": 8.2005, "e_homo_ev": -8.28, "symbols": ["N", "C", "C", "C", "C", "C", "P", "C", "O", "O", "P", "O", "I", "H", "H", "H", "H", "H", "H", "H", "H", "H", "H", "H", "H", "H", "H", "O", "H", "H", "O", "H", "H", "O", "H", "H", "O", "H", "H", "O", "H", "H", "O", "H", "H", "O", "H", "H", "O", "H", "H", "O", "H", "H", "O", "H", "H", "O", "H", "H", "O", "H", "H", "O", "H", "H", "O", "H", "H", "O", "H", "H", "O", "H", "H", "O", "H", "H", "O", "H", "H", "O", "H", "H", "O", "H", "H", "O", "H", "H", "O", "H", "H", "O", "H", "H", "O", "H", "H"], "xyz": [[1.3254, -1.9066, 0.9010], [1.8358, -1.0732, 2.0123], [0.6569, -0.4398, 2.7533], [0.4648, 1.0329, 2.3431], [-0.3711, 1.2037, 1.0765], [-1.8581, 1.5132, 1.2981], [-2.9541, 0.1607, 1.8910], [-2.9621, 0.0689, 3.7803], [-2.2564, -0.7148, 4.3959], [-3.7620, 0.8609, 4.1988], [-2.6484, -1.7631, 0.8410], [-4.1698, -2.1045, 0.2508], [-2.2346, -3.5103, 2.4812], [2.0401, -1.9974, 0.1879], [0.4927, -1.4842, 0.5133], [2.5712, -0.3353, 1.6740], [2.3735, -1.7616, 2.6602], [-0.2562, -0.9739, 2.4945], [0.8068, -0.4604, 3.8273], [1.4736, 1.4166, 2.1450], [0.0723, 1.6527, 3.1480], [-0.2441, 0.3857, 0.3717], [0.0240, 2.0796, 0.5600], [-1.9735, 2.3469, 1.9877], [-2.2711, 1.8376, 0.3557], [-4.2508, 0.5848, 1.5574], [-4.7677, -2.1524, 1.0115], [2.9452, 2.6329, 0.8599], [3.2604, 3.5418, 0.8931], [3.0162, 2.3954, -0.0722], [-2.6658, 0.7295, -1.3805], [-3.3464, 0.2416, -1.8561], [-2.0694, 1.0354, -2.0814], [3.8083, -3.1129, -0.4284], [4.2152, -2.7466, 0.3625], [3.7830, -4.0573, -0.2565], [-5.2971, 2.6263, 1.2032], [-5.3887, 3.4045, 0.6425], [-5.9251, 2.7756, 1.9231], [3.9935, -1.2394, -2.6078], [4.2032, -1.7241, -3.4149], [3.4367, -1.8505, -2.0997], [4.8730, -4.4232, 1.5832], [5.7382, -4.5418, 1.9892], [4.2531, -4.7302, 2.2564], [-2.5237, 2.7457, -3.4431], [-2.6113, 3.5233, -4.0079], [-3.1509, 2.9075, -2.7308], [3.9954, -1.7612, 4.6492], [3.3636, -1.5018, 5.3274], [4.8381, -1.4269, 4.9774], [-2.2575, 5.7057, -3.5302], [-2.3407, 6.2594, -2.7420], [-2.0157, 6.3211, -4.2298], [-1.0409, -0.6312, -3.3858], [-0.5772, -0.3872, -4.1955], [-0.4599, -1.2756, -2.9697], [-5.3888, 3.4782, 4.2352], [-4.6217, 2.9068, 4.3899], [-5.2300, 4.2481, 4.7892], [6.4196, 0.1971, -1.1048], [5.8215, -0.3470, -1.6345], [6.9531, 0.6643, -1.7544], [-3.1128, -4.4560, -1.6779], [-3.7533, -3.8946, -1.2296], [-3.5436, -5.3172, -1.7150], [-3.0736, 5.9579, -0.7808], [-3.6601, 6.2590, -0.0793], [-2.6759, 5.1538, -0.4287], [3.7741, 0.6626, 5.3837], [4.0251, 1.5922, 5.4640], [3.8708, 0.4637, 4.4458], [-1.7835, -0.3203, -6.6756], [-2.4348, 0.2166, -6.2133], [-2.1957, -1.1911, -6.7252], [-5.4957, -5.8742, -0.7802], [-5.5255, -6.6735, -0.2435], [-5.3634, -5.1676, -0.1386], [6.9676, -1.9639, 3.8922], [7.8153, -1.7607, 3.4841], [6.4582, -2.3860, 3.1919], [2.9705, 0.2922, -3.2563], [3.4645, 0.5397, -4.0452], [3.5189, -0.3839, -2.8240], [3.9608, 3.7196, 6.0102], [3.8001, 4.1751, 6.8426], [4.0951, 4.4271, 5.3717], [1.3375, -1.6133, -4.7798], [2.1069, -2.1887, -4.7473], [1.5652, -0.8981, -4.1652], [-7.4148, 2.3787, -1.3618], [-6.5693, 2.1606, -0.9523], [-8.0591, 2.2227, -0.6642], [6.2783, -2.0816, -4.1880], [6.6916, -1.6835, -4.9612], [6.9620, -2.6498, -3.8182], [-4.3698, -2.1443, -6.3063], [-5.0209, -1.6071, -5.8438], [-4.7741, -3.0161, -6.3581]], "mulliken_charge": [-0.499, -0.312, 0.156, -0.642, -0.564, -0.782, 0.201, 0.652, -0.582, -0.649, 0.196, -0.547, -0.065, 0.228, 0.117, 0.226, 0.173, -0.415, 0.338, 0.271, 0.457, 0.047, 0.416, 0.712, 0.395, -0.016, 0.370, -0.564, 0.260, 0.287, -0.179, 0.116, 0.235, -0.600, 0.320, 0.255, -0.511, 0.268, 0.262, -0.530, 0.302, 0.292, -0.597, 0.265, 0.311, -0.593, 0.288, 0.260, -0.578, 0.308, 0.308, -0.576, 0.318, 0.282, -0.544, 0.306, 0.258, -0.614, 0.367, 0.293, -0.642, 0.363, 0.300, -0.622, 0.259, 0.354, -0.632, 0.304, 0.319, -0.637, 0.269, 0.343, -0.615, 0.283, 0.314, -0.644, 0.322, 0.308, -0.600, 0.304, 0.309, -0.926, 0.214, 0.547, -0.584, 0.286, 0.293, -0.619, 0.241, 0.406, -0.630, 0.314, 0.319, -0.560, 0.292, 0.288, -0.592, 0.299, 0.297]}

---

{"formula": "C14H12AuN3OSe4", "method": "the ωB97M-V functional and the def2-TZVPD basis", "molar_mass_g_mol": 751.1, "gap_ev": [4.2885, 4.1966], "relative_energy_kcal_mol": 33.2, "e_homo_ev": [-7.01, -6.92], "symbols": ["Au", "C", "C", "N", "N", "C", "O", "C", "C", "C", "C", "C", "C", "C", "C", "C", "C", "C", "N", "H", "H", "H", "H", "H", "H", "H", "H", "H", "H", "H", "H", "Se", "Se", "Se", "Se"], "xyz": [[-1.7833, 0.2223, -0.6375], [2.5460, -0.1791, -1.6010], [1.0575, -0.0583, -1.5823], [0.3654, -0.0021, -0.5011], [0.9466, -0.0362, 0.7165], [0.0339, 0.1009, 1.6808], [-1.2126, 0.2477, 1.5340], [0.5598, 0.0759, 3.0803], [-0.3438, 0.1377, 4.1365], [0.1119, 0.1148, 5.4451], [1.4728, 0.0361, 5.7062], [2.3774, -0.0255, 4.6545], [1.9246, -0.0053, 3.3453], [0.2932, 0.0104, -2.8507], [0.9186, -0.0225, -4.0904], [0.1465, 0.0378, -5.2399], [-1.2308, 0.1279, -5.1340], [-1.7894, 0.1622, -3.8666], [-1.0440, 0.1104, -2.7703], [2.9063, -0.3012, -0.5845], [3.0071, 0.7118, -2.0327], [2.8568, -1.0382, -2.1980], [-1.3998, 0.2024, 3.9142], [-0.5956, 0.1617, 6.2628], [1.8287, 0.0218, 6.7286], [3.4392, -0.0865, 4.8563], [2.6181, -0.0523, 2.5183], [1.9945, -0.0950, -4.1508], [0.6217, 0.0154, -6.2118], [-1.8661, 0.1735, -6.0063], [-2.8576, 0.2416, -3.7044], [-3.3647, -2.0805, -0.6832], [-5.3272, -1.4656, 0.1530], [-5.4004, 0.8850, 0.2588], [-3.8112, 1.6512, -1.1456]], "nbo_charge": [0.978, -0.683, 0.198, -0.297, -0.468, 0.593, -0.720, -0.054, -0.194, -0.219, -0.198, -0.222, -0.195, 0.179, -0.236, -0.141, -0.256, 0.070, -0.480, 0.265, 0.228, 0.225, 0.237, 0.212, 0.211, 0.211, 0.231, 0.231, 0.226, 0.232, 0.226, -0.350, 0.089, 0.098, -0.225]}

---

{"formula": "C12H20BCl2N2O3", "method": "the ωB97M-V functional and the def2-TZVPD basis", "molar_mass_g_mol": 322.0, "gap_ev": 9.3792, "total_charge": 1, "e_homo_ev": -12.24, "symbols": ["O", "B", "O", "O", "C", "C", "N", "C", "C", "C", "C", "C", "C", "C", "C", "C", "N", "H", "H", "H", "H", "H", "H", "H", "H", "H", "H", "H", "H", "H", "H", "H", "H", "H", "H", "C", "Cl", "Cl", "H", "H"], "xyz": [[0.6788, 4.4562, -0.5932], [-0.5467, 4.5439, 0.0099], [-1.3367, 5.6662, -0.0115], [-1.0050, 3.4567, 0.7353], [-0.6784, 2.1554, 0.3449], [-1.8360, 1.6240, -0.5268], [-2.3685, 0.2372, -0.2116], [-1.6064, -0.6436, 0.7683], [-1.5551, -2.0999, 0.2869], [-0.4528, -2.3681, -0.7080], [-0.5655, -1.9580, -2.0388], [0.4763, -2.1488, -2.9318], [1.6495, -2.7626, -2.5061], [1.7691, -3.1794, -1.1857], [0.7233, -2.9892, -0.2961], [-0.2636, -0.0459, 1.0893], [-0.4713, 1.3387, 1.5245], [1.0263, 5.3111, -0.8651], [-1.3928, 6.1005, -0.8666], [0.2372, 2.1619, -0.2635], [-2.6759, 2.3097, -0.4224], [-1.5467, 1.6280, -1.5773], [-2.4770, -0.2772, -1.0846], [-3.3091, 0.3440, 0.1621], [-2.1888, -0.6235, 1.6917], [-2.5309, -2.4128, -0.0972], [-1.3771, -2.6897, 1.1888], [-1.4770, -1.4958, -2.4129], [0.3745, -1.8285, -3.9622], [2.4623, -2.9089, -3.2053], [2.6805, -3.6519, -0.8436], [0.8386, -3.3169, 0.7314], [0.1712, -0.6324, 1.8977], [0.4294, -0.0925, 0.2400], [0.4045, 1.6635, 1.9240], [3.6268, -0.8995, 2.9111], [3.0975, -0.2121, 1.3631], [3.1349, -2.5873, 3.0747], [4.7072, -0.8432, 2.9543], [3.1734, -0.3294, 3.7124]], "nbo_charge": [-0.911, 1.266, -0.902, -0.698, 0.243, -0.261, -0.511, -0.026, -0.465, 0.045, -0.271, -0.192, -0.202, -0.171, -0.244, -0.272, -0.616, 0.508, 0.503, 0.178, 0.248, 0.231, 0.439, 0.441, 0.230, 0.225, 0.250, 0.181, 0.226, 0.230, 0.229, 0.222, 0.247, 0.201, 0.387, -0.389, -0.046, -0.016, 0.235, 0.226]}

---

{"formula": "C4H6O2", "method": "the ωB97M-V functional and the def2-TZVPD basis", "smiles": "CC(=O)[C@H]1CO1", "molar_mass_g_mol": 86.1, "gap_ev": 10.8527, "relative_energy_kcal_mol": 38.9, "e_homo_ev": -9.91, "symbols": ["C", "C", "O", "C", "C", "O", "H", "H", "H", "H", "H", "H"], "xyz": [[-0.2473, -0.0270, -1.5659], [0.6700, 0.6055, -0.5303], [1.3663, 1.5709, -0.7611], [0.6730, 0.0480, 0.8633], [-0.5995, -0.3171, 1.4969], [0.3002, -1.3093, 1.0362], [-0.7888, -0.9021, -1.1954], [-0.9644, 0.7221, -1.9151], [0.3339, -0.3316, -2.4411], [1.4995, 0.4028, 1.4823], [-1.5452, -0.2459, 0.9564], [-0.6977, -0.2164, 2.5739]], "nbo_charge": [-0.733, 0.564, -0.525, -0.049, -0.097, -0.471, 0.229, 0.242, 0.249, 0.210, 0.186, 0.193]}

---

{"formula": "C4H11F3N2P2", "method": "the ωB97M-V functional and the def2-TZVPD basis", "smiles": "C=P(F)(F)C[P@@](=N)(F)N(C)C", "molar_mass_g_mol": 206.1, "gap_ev": 9.6574, "relative_energy_kcal_mol": 34.4, "e_homo_ev": -9.04, "symbols": ["C", "P", "F", "F", "C", "P", "N", "F", "N", "C", "C", "H", "H", "H", "H", "H", "H", "H", "H", "H", "H", "H"], "xyz": [[0.8643, 1.4516, 1.5463], [1.6232, 2.0217, 0.1011], [2.6194, 3.3867, -0.2076], [2.8667, 1.0806, -0.2889], [0.5977, 1.8525, -1.3525], [-0.9823, 0.8969, -0.8050], [-2.0846, 1.4663, 0.1337], [-1.3423, 0.5962, -2.4152], [-0.5445, -0.6361, -0.3905], [0.6456, -1.3119, -0.9238], [-1.0471, -1.1902, 0.8109], [-0.1448, 1.8381, 1.7658], [1.3847, 1.3146, 2.5104], [0.9969, 1.2317, -2.1224], [0.2454, 2.6715, -1.9689], [-2.5603, 2.2145, -0.3047], [1.1744, -1.7698, -0.0958], [0.3730, -2.1234, -1.5385], [1.2979, -0.5239, -1.3292], [-0.1777, -1.4032, 1.4927], [-1.7705, -0.5125, 1.3802], [-1.6146, -2.0774, 0.5484]], "nbo_charge": [-1.142, 2.009, -0.576, -0.558, -1.189, 2.189, -1.296, -0.593, -0.796, -0.395, -0.416, 0.278, 0.260, 0.294, 0.300, 0.386, 0.203, 0.205, 0.204, 0.189, 0.250, 0.193]}

---

{"formula": "C2BrClFN", "method": "the ωB97M-V functional and the def2-TZVPD basis", "molar_mass_g_mol": 172.4, "gap_ev": [5.6559, 5.6543], "relative_energy_kcal_mol": 107.9, "e_homo_ev": [-9.57, -9.57], "symbols": ["C", "C", "N", "F", "Cl", "Br"], "xyz": [[1.4707, -0.5464, 0.2767], [-1.4542, 0.5680, -0.1862], [2.2080, -1.3203, 0.6772], [-1.4606, 0.8939, -1.4647], [-1.4503, 1.9740, 0.7375], [-2.6005, -0.8323, 0.1870]], "nbo_charge": [0.004, 0.314, -0.555, -0.271, 0.206, 0.302]}